Entry 1:
C30H22BBrEuF2N9P | ωB97M-V/def2-TZVPD

The LUMO energy (spin up / spin down) is 1.5342 / 2.3600 eV. The strongest force on any atom comes out at 3.04 eV/A. Its expectation value of S² is 12.013. Its spin multiplicity is 7. Its charge is -1. Its relative energy (zero: lowest compared OMol25 entry of this formula, charge and spin) is 0.0 kcal per mole.

CARTESIAN COORDINATES (ANGSTROEM)
1 Eu -1.158 2.120 -1.331
2 Br -1.799 2.647 1.691
3 P 1.006 0.011 0.309
4 F -2.895 4.661 -3.471
5 F -3.222 4.988 -1.436
6 N 1.081 2.949 -1.163
7 N 0.157 0.111 -4.971
8 N -0.047 1.146 -3.086
9 N -0.669 0.293 -3.997
10 N 1.238 0.839 -4.835
11 N 2.603 4.393 -0.591
12 N 3.051 3.824 -1.768
13 N 1.502 3.894 -0.250
14 N 2.091 2.218 -3.173
15 C -3.403 0.313 0.813
16 C -1.053 -1.879 3.274
17 C 3.881 1.934 2.579
18 C -0.789 -3.247 3.021
19 C 4.295 -0.433 2.747
20 C -3.843 1.268 3.035
21 C 1.105 1.439 -3.656
22 C 2.558 0.346 1.277
23 C 0.362 -2.650 1.022
24 C -2.636 0.306 -0.392
25 C -5.112 -0.669 2.287
26 C 2.344 -2.287 -3.426
27 C -3.804 -1.777 -0.961
28 C -0.088 -3.625 1.885
29 C 3.348 -1.773 -2.597
30 C -4.357 -0.724 1.102
31 C 4.630 0.887 3.136
32 C 1.590 -0.972 -1.133
33 C -3.145 1.223 1.903
34 C -0.602 -0.934 2.408
35 C 0.994 -2.170 -3.104
36 C 0.204 -1.295 1.322
37 C -4.548 -1.729 0.155
38 C 2.110 2.962 -2.065
39 C -2.909 -0.739 -1.259
40 C 3.288 -0.728 1.828
41 C 2.874 1.637 1.668
42 C 0.567 -1.431 -1.995
43 C -4.864 0.304 3.215
44 C 2.930 -1.142 -1.426
45 B -2.554 4.245 -2.294
46 H 2.243 2.456 1.295
47 H -5.333 -2.409 0.345
48 H -1.213 -3.886 3.698
49 H 0.006 -4.652 1.583
50 H -5.414 0.422 4.128
51 H 5.411 1.155 3.800
52 H 2.582 -2.782 -4.346
53 H 4.053 2.952 2.871
54 H -1.604 -1.612 4.156
55 H 0.339 -2.574 -3.834
56 H 4.898 -1.234 3.041
57 H 4.448 -1.841 -2.769
58 H 0.828 -2.870 0.070
59 H 3.047 -1.718 1.464
60 H 2.799 2.415 -3.826
61 H -3.662 2.018 3.766
62 H -0.845 0.096 2.570
63 H -0.478 -1.244 -1.823
64 H 3.716 -0.675 -0.890
65 H -2.392 -0.793 -2.244
66 H -3.908 -2.523 -1.746
67 H -5.830 -1.460 2.394

Cartesian forces (eV/Å) of the 2 atoms listed first:
Eu -0.010 0.016 0.649
Br -0.398 -0.580 -0.135


Entry 2:
C66H66BaCl2Ge2IN3O3S4 | ωB97M-V/def2-TZVPD

The LUMO energy is 3.4735 eV. The strongest force on any atom comes out at 1.91 eV/A. Its charge is -2. Its relative energy (zero: lowest compared OMol25 entry of this formula, charge and spin) is 20.2 kcal per mole.

CARTESIAN COORDINATES (ANGSTROEM)
1 Ba -1.797 2.683 0.685
2 I -3.265 6.314 -2.989
3 Ge 1.570 0.485 -1.449
4 Ge -0.227 -1.530 -0.119
5 Cl -0.067 -0.547 7.034
6 Cl -6.755 8.602 0.903
7 S 0.753 2.441 -1.191
8 S 0.057 -0.974 -2.307
9 S 1.846 -0.794 0.413
10 S -1.723 -0.442 0.939
11 O -4.100 -0.705 3.623
12 O -2.739 4.503 -0.430
13 O -3.644 1.383 2.903
14 N -4.673 0.663 0.449
15 N -3.818 4.500 2.039
16 N -4.833 -0.108 1.617
17 C -4.070 6.361 -1.058
18 C 4.466 1.063 -1.893
19 C 4.357 2.335 0.279
20 C 4.532 2.360 1.662
21 C -1.067 -0.152 -7.695
22 C -5.285 5.403 3.680
23 C 3.440 -3.823 2.709
24 C 0.785 -3.227 3.293
25 C 3.267 0.688 -2.537
26 C 0.720 1.585 3.712
27 C -1.669 -4.107 -0.533
28 C 1.935 -0.823 -5.450
29 C -4.583 -1.220 -4.616
30 C -1.403 -6.170 0.688
31 C 1.419 2.837 -4.525
32 C 3.274 0.668 -3.946
33 C 2.456 -4.117 1.776
34 C -0.067 0.718 5.805
35 C 4.199 -2.941 4.950
36 C 5.608 1.370 -2.629
37 C -4.261 -1.943 -2.221
38 C 5.314 0.111 1.644
39 C -5.022 7.332 -0.729
40 C 1.799 -2.950 4.205
41 C 2.808 -4.753 0.458
42 C 5.174 1.303 3.856
43 C -0.366 -5.593 1.391
44 C 3.126 -3.241 3.934
45 C 5.138 0.040 0.274
46 C 5.505 -1.215 -0.472
47 C -0.108 2.734 3.817
48 C -2.122 -3.563 -2.921
49 C 0.196 1.255 -6.038
50 C -4.332 4.465 3.241
51 C 4.997 1.260 2.361
52 C 1.120 -3.814 2.072
53 C 4.621 1.149 -0.410
54 C 1.229 1.473 -5.130
55 C 2.894 -1.948 -5.158
56 C 4.436 0.971 -4.655
57 C 0.028 0.037 -6.676
58 C -1.011 -4.500 -3.306
59 C -0.902 2.810 4.993
60 C -0.595 -3.506 0.158
61 C 5.604 1.321 -4.008
62 C -0.152 3.722 2.790
63 C -3.884 -2.027 -3.554
64 C -2.834 -2.872 -3.889
65 C 0.914 -0.993 -6.377
66 C -4.035 -2.554 0.207
67 C -0.884 1.826 5.963
68 C 3.914 3.595 -0.416
69 C 2.087 0.415 -4.819
70 C -5.184 6.430 1.507
71 C -4.128 0.291 2.722
72 C -5.565 7.372 0.525
73 C 0.034 -4.275 1.156
74 C -2.460 -3.394 -1.576
75 C -3.578 -2.633 -1.224
76 C -5.701 6.380 2.820
77 C -3.268 -0.441 4.760
78 C -2.059 -5.415 -0.263
79 C 0.734 0.598 4.675
80 C -0.644 -2.910 3.642
81 C -4.220 5.450 1.164
82 C -3.610 5.393 -0.158
83 H -2.543 -2.982 -4.927
84 H 0.884 3.590 -5.104
85 H 1.333 1.463 2.824
86 H -0.051 -4.090 -2.989
87 H -5.536 0.620 -0.077
88 H -3.502 -1.218 5.484
89 H -0.482 2.072 -6.262
90 H 0.766 3.810 2.205
91 H -3.910 -0.457 -5.014
92 H -4.133 -3.548 0.646
93 H 5.698 -0.757 2.165
94 H -3.299 -2.001 0.800
95 H -3.986 3.664 3.885
96 H -0.742 -2.708 4.709
97 H 6.508 1.655 -2.094
98 H 2.866 3.796 -0.193
99 H 3.175 -1.956 -4.104
100 H 4.489 0.611 4.345
101 H 1.042 2.860 -3.498
102 H -0.546 4.692 3.099
103 H 6.046 -0.988 -1.392
104 H -5.000 -2.047 0.274
105 H 4.399 0.949 -5.739
106 H -5.105 -1.317 -1.945
107 H 6.122 -1.864 0.151
108 H 4.907 -2.206 4.567
109 H 4.599 -1.761 -0.743
110 H 6.495 1.571 -4.573
111 H -1.311 -3.730 3.372
112 H 0.148 -6.156 2.163
113 H 3.812 -1.837 -5.743
114 H -0.987 -4.636 -4.386
115 H -4.897 -1.849 -5.452
116 H 3.883 -4.909 0.377
117 H 4.003 3.514 -1.498
118 H -1.505 1.911 6.848
119 H -5.331 8.056 -1.469
120 H 2.302 -5.714 0.335
121 H 4.964 2.300 4.244
122 H -1.742 0.704 -7.702
123 H -4.842 -1.111 1.489
124 H -2.216 -0.486 4.479
125 H -2.889 -5.837 -0.821
126 H -1.555 3.667 5.124
127 H 4.765 -3.842 5.199
128 H -6.429 7.118 3.131
129 H 6.192 1.026 4.138
130 H -1.135 -5.473 -2.828
131 H 4.475 -4.057 2.477
132 H 3.765 -2.541 5.866
133 H 1.362 -0.272 4.541
134 H 0.808 -1.951 -6.876
135 H -0.651 -0.263 -8.700
136 H 2.476 3.105 -4.486
137 H -0.983 -2.024 3.093
138 H 4.516 4.441 -0.075
139 H 2.448 -2.909 -5.405
140 H -1.706 -7.191 0.889
141 H 1.536 -2.502 5.157
142 H 4.294 3.272 2.201
143 H -3.474 0.546 5.169
144 H 2.486 -4.110 -0.366
145 H -5.682 5.345 4.685
146 H -1.656 -1.044 -7.484
147 H -5.462 -0.718 -4.213
148 H -3.923 0.231 -0.100

Cartesian forces (eV/Å) of the 2 atoms listed first:
Ba 0.646 -1.382 1.151
I -0.071 0.036 0.120


Entry 3:
C3H7NSi | ωB97M-V/def2-TZVPD

The LUMO energy is -0.6803 eV. The strongest force on any atom comes out at 2.83 eV/A. Its charge is 0. Its relative energy (zero: lowest compared OMol25 entry of this formula, charge and spin) is 49.2 kcal per mole.

CARTESIAN COORDINATES (ANGSTROEM)
1 Si 2.241 0.002 0.480
2 N 4.604 1.846 0.164
3 C 3.839 1.001 0.314
4 C 1.472 -0.690 -0.936
5 C -2.090 -0.622 -0.684
6 H 0.462 -1.057 -0.862
7 H -1.665 -1.262 0.098
8 H -2.869 -1.294 -1.194
9 H 2.039 -0.398 1.823
10 H 1.844 -0.683 -1.985
11 H -2.493 0.290 -0.269
12 H -1.265 -0.240 -1.308

Cartesian forces (eV/Å) of the 2 atoms listed first:
Si 0.505 -0.312 -2.766
N 0.329 -0.013 0.044


Entry 4:
C4H15N2O | ωB97M-V/def2-TZVPD

The LUMO energy is -2.8802 eV. The strongest force on any atom comes out at 1.99 eV/A. Its charge is +1. Its relative energy (zero: lowest compared OMol25 entry of this formula, charge and spin) is 10.7 kcal per mole.

CARTESIAN COORDINATES (ANGSTROEM)
1 O 1.419 3.355 -0.736
2 N 0.369 -0.921 -1.161
3 N -0.612 1.444 -0.217
4 C -0.415 -0.631 1.156
5 C 0.024 0.795 1.031
6 C 0.145 -1.634 0.086
7 C -0.901 -2.738 -0.131
8 H -0.229 1.449 1.863
9 H -1.502 -0.674 1.048
10 H -0.429 -3.453 -0.801
11 H 1.058 -2.055 0.518
12 H -1.831 -2.263 -0.433
13 H -1.048 -3.271 0.806
14 H -0.006 2.135 -0.661
15 H -0.090 -0.959 2.139
16 H 1.089 0.973 0.883
17 H -1.460 1.955 0.021
18 H -0.663 0.603 -0.853
19 H 2.124 3.611 -0.129
20 H 0.446 -1.489 -2.001
21 H 1.179 -0.342 -1.117
22 H 1.331 4.111 -1.309

Cartesian forces (eV/Å) of the 2 atoms listed first:
O 0.116 -0.257 0.362
N -0.641 0.281 -0.496


The highest charge belongs to which entry? C4H15N2O